DFT (ωB97M-V/def2-TZVPD) results for C36H51B2N12O7P2RbS3 as an isolated structure in a non-equilibrium geometry.

Cartesian coordinates (Å):
Rb1 -0.48 0.18 -0.75
C1 -5.30 0.28 3.97
C2 -4.21 1.30 3.89
C3 -4.48 2.63 4.21
C4 -3.46 3.59 4.01
N1 -2.24 3.28 3.72
N2 -1.93 1.95 3.52
B1 -0.54 1.67 3.34
N3 0.05 0.47 3.88
N4 -0.64 -0.05 4.95
C5 -0.15 -1.07 5.58
C6 1.10 -1.63 5.26
C7 1.78 -1.16 4.14
C8 3.05 -1.79 3.69
C9 1.22 -0.11 3.38
S1 1.87 0.36 1.88
C10 -1.01 -1.64 6.70
C11 -0.25 -1.55 8.03
C12 -2.33 -0.88 6.81
C13 -1.32 -3.11 6.39
N5 0.38 2.79 2.97
N6 1.39 2.92 3.84
C14 2.35 3.75 3.61
C15 2.36 4.55 2.44
C16 1.34 4.45 1.55
C17 1.31 5.23 0.28
C18 0.26 3.53 1.82
S2 -1.03 3.33 0.79
C19 3.46 3.74 4.65
C20 4.49 4.85 4.40
C21 2.86 3.92 6.04
C22 4.16 2.37 4.57
C23 -2.94 0.99 3.43
S3 -2.48 -0.54 2.75
C24 -3.76 5.08 4.09
C25 -4.64 5.43 2.88
C26 -4.50 5.41 5.38
C27 -2.47 5.90 4.01
H1 -6.07 0.62 4.67
H2 -4.92 -0.69 4.30
H3 -5.76 0.13 2.99
H4 -5.47 2.92 4.51
H5 1.50 -2.46 5.82
H6 3.34 -2.60 4.36
H7 3.86 -1.06 3.64
H8 2.94 -2.18 2.67
H9 0.01 -0.51 8.25
H10 0.67 -2.13 8.01
H11 -0.88 -1.93 8.85
H12 -2.16 0.18 7.04
H13 -2.94 -1.31 7.61
H14 -2.89 -0.92 5.88
H15 -0.41 -3.70 6.29
H16 -1.87 -3.19 5.45
H17 -1.93 -3.54 7.18
H18 3.19 5.21 2.23
H19 2.20 5.85 0.19
H20 0.41 5.85 0.24
H21 1.24 4.55 -0.57
H22 4.02 5.83 4.39
H23 5.02 4.70 3.46
H24 5.23 4.84 5.21
H25 2.35 4.88 6.13
H26 3.64 3.88 6.80
H27 2.13 3.13 6.25
H28 4.62 2.22 3.59
H29 3.44 1.57 4.71
H30 4.94 2.30 5.33
H31 -5.58 4.88 2.90
H32 -4.12 5.19 1.95
H33 -4.87 6.50 2.88
H34 -5.50 4.97 5.41
H35 -4.62 6.50 5.48
H36 -3.95 5.05 6.25
H37 -1.93 5.67 3.10
H38 -1.82 5.68 4.86
H39 -2.72 6.97 4.03
C28 -2.36 -0.09 -3.77
C29 -1.58 1.08 -3.77
N7 -0.28 0.80 -3.75
N8 -0.20 -0.55 -3.72
C30 -1.43 -1.10 -3.74
B2 1.15 -1.34 -3.65
N9 1.04 -2.46 -2.59
C31 0.65 -3.73 -2.79
C32 0.53 -4.36 -1.57
C33 0.89 -3.35 -0.66
N10 1.19 -2.22 -1.27
N11 2.30 -0.37 -3.36
C34 3.38 -0.16 -4.13
C35 4.16 0.80 -3.53
C36 3.44 1.13 -2.37
N12 2.33 0.43 -2.27
H40 -3.43 -0.18 -3.75
H41 -1.90 2.11 -3.77
H42 -1.55 -2.17 -3.71
H43 1.36 -1.89 -4.71
H44 0.49 -4.09 -3.80
H45 0.22 -5.37 -1.37
H46 0.93 -3.39 0.42
H47 3.51 -0.72 -5.04
H48 5.10 1.21 -3.88
H49 3.68 1.84 -1.59
O1 -3.00 0.25 -0.26
P1 -4.23 -0.27 0.41
O2 -5.46 0.52 0.59
O3 -3.79 -0.98 1.82
O4 -4.59 -1.67 -0.39
P2 -3.56 -2.82 -0.72
O5 -3.96 -3.16 -2.24
O6 -3.62 -4.04 0.10
O7 -2.18 -2.09 -0.78
H50 -2.37 -1.09 -0.66
H51 -3.92 -4.11 -2.37

As for the total energy: -123478.3620 eV. The calculation puts the HOMO energy (spin up / spin down) at -0.0263 / -0.0591 Eh. Its total charge is -2.